{"formula": "C28H37ClFeN2O6PSi", "method": "ωB97M-V with the def2-TZVPD basis set", "symbols": ["Fe", "C", "C", "C", "C", "C", "C", "N", "N", "Si", "C", "C", "C", "H", "H", "H", "H", "H", "H", "H", "H", "H", "H", "H", "H", "H", "H", "H", "C", "O", "C", "C", "C", "C", "C", "C", "O", "C", "O", "C", "H", "H", "H", "H", "H", "H", "H", "H", "H", "Cl", "C", "C", "C", "C", "C", "C", "C", "O", "O", "H", "H", "H", "H", "C", "P", "C", "C", "O", "H", "H", "H", "H", "H", "H", "H", "H", "H"], "coordinates": [[-0.585538, -0.010235, 0.536534], [2.745785, -0.807319, -0.750698], [2.586739, 0.071887, 0.455177], [3.677967, 0.503598, 1.204018], [3.442258, 1.278079, 2.334310], [2.158940, 1.593948, 2.727819], [1.087382, 1.105524, 1.958071], [1.350898, 0.400929, 0.803242], [-0.239198, 1.152382, 2.162728], [-1.160565, 2.022778, 3.306230], [-1.332997, 1.090035, 4.941315], [-0.437440, 3.722542, 3.707909], [-2.875264, 2.312372, 2.595926], [3.554086, -0.452018, -1.392462], [1.813782, -0.847862, -1.306818], [2.991211, -1.823258, -0.431872], [4.682346, 0.231234, 0.909365], [4.280395, 1.620370, 2.931753], [1.974922, 2.159712, 3.630328], [-0.375565, 1.038159, 5.466695], [-1.672133, 0.065314, 4.771443], [-2.050694, 1.577897, 5.607066], [0.466365, 3.679206, 4.317937], [-1.174881, 4.316880, 4.255923], [-0.197887, 4.252951, 2.783562], [-3.187352, 1.451293, 2.003639], [-2.861279, 3.181296, 1.933583], [-3.603004, 2.497546, 3.391313], [-5.388716, 4.234444, -1.288879], [-5.455534, 3.116552, -2.148854], [-4.411654, 2.237328, -2.102884], [-4.559779, 1.101385, -2.933463], [-3.561239, 0.169601, -2.941375], [-2.407430, 0.266165, -2.131112], [-1.368377, -0.726907, -2.179375], [-1.264769, -1.725955, -3.316153], [-0.455528, -0.805809, -1.341553], [-2.256492, 1.423766, -1.271617], [-1.275443, 1.634753, -0.503961], [-3.301664, 2.406992, -1.324659], [-6.315131, 4.785409, -1.434621], [-4.540597, 4.878531, -1.536257], [-5.304640, 3.927687, -0.243000], [-5.445771, 1.003683, -3.544954], [-3.684869, -0.692073, -3.584010], [-2.166807, -1.853407, -3.906194], [-0.957889, -2.681418, -2.893393], [-0.468437, -1.387678, -3.982419], [-3.173249, 3.258310, -0.672642], [3.705664, -2.241708, 6.539535], [2.643464, -2.472287, 5.168115], [2.686954, -3.672957, 4.476474], [1.838062, -3.848983, 3.395945], [0.979596, -2.831698, 2.992055], [0.957523, -1.639145, 3.698822], [1.782386, -1.455607, 4.800996], [0.056408, -3.054981, 1.807101], [-0.280479, -4.226920, 1.573356], [-0.296871, -2.048047, 1.130897], [3.370220, -4.451438, 4.788154], [1.819470, -4.783077, 2.850050], [0.291775, -0.848240, 3.376699], [1.767069, -0.529674, 5.358652], [-2.861608, -2.943598, -0.533950], [-3.325843, -1.769073, 0.743082], [-5.062282, -1.381260, 0.425403], [-3.282791, -2.684890, 2.294134], [-2.557418, -0.490791, 0.814132], [-3.438386, -3.861400, -0.404016], [-1.799018, -3.164087, -0.421921], [-3.076410, -2.519275, -1.515062], [-5.684820, -2.276655, 0.427153], [-5.125747, -0.888682, -0.547103], [-5.414926, -0.686376, 1.187997], [-3.952506, -3.545286, 2.253703], [-3.581553, -2.025299, 3.109417], [-2.265277, -3.038205, 2.460970]], "atomic_forces_ev_per_a": [[0.111, -0.308, -0.390], [0.049, -0.009, 0.009], [-0.015, 0.053, -0.001], [0.018, -0.019, -0.080], [-0.032, 0.035, 0.063], [0.141, 0.009, 0.064], [-0.420, -0.109, -0.409], [-0.032, 0.317, 0.465], [0.444, -0.028, 0.352], [-0.056, 0.022, -0.109], [0.000, 0.033, -0.055], [-0.041, -0.047, 0.031], [0.091, 0.000, 0.073], [0.003, 0.000, 0.010], [0.011, 0.003, -0.023], [-0.007, -0.005, -0.001], [-0.005, -0.010, -0.015], [0.000, 0.008, -0.001], [-0.028, -0.001, 0.001], [0.019, -0.027, -0.006], [-0.009, -0.009, -0.010], [0.003, 0.018, -0.002], [0.009, -0.007, 0.002], [-0.007, 0.000, -0.004], [0.012, 0.003, -0.010], [-0.005, -0.020, 0.014], [0.011, -0.008, -0.024], [-0.029, 0.008, -0.014], [0.004, 0.033, 0.010], [0.013, -0.052, -0.002], [0.017, 0.034, 0.011], [0.004, -0.019, -0.021], [0.004, 0.009, 0.010], [0.007, 0.103, 0.024], [0.235, 0.114, -0.097], [0.057, 0.044, 0.008], [-0.432, -0.273, 0.040], [-0.089, 0.022, -0.076], [0.125, -0.177, 0.166], [-0.039, 0.008, -0.031], [0.001, 0.000, 0.002], [0.006, -0.005, -0.005], [-0.005, -0.008, -0.001], [-0.007, -0.005, 0.002], [-0.004, -0.011, -0.006], [-0.014, 0.008, -0.004], [0.011, -0.001, -0.026], [-0.004, 0.020, -0.004], [0.015, -0.004, 0.001], [0.017, 0.002, 0.026], [-0.008, -0.017, -0.013], [-0.006, 0.024, 0.000], [-0.019, -0.020, 0.006], [-0.057, 0.017, -0.007], [0.042, 0.048, 0.002], [-0.002, -0.002, -0.016], [0.286, -0.054, -0.270], [-0.099, -0.045, 0.029], [-0.143, 0.272, 0.214], [0.001, -0.003, 0.001], [0.004, 0.002, -0.002], [-0.002, 0.005, 0.000], [0.001, 0.028, 0.005], [-0.001, -0.021, 0.019], [-0.101, -0.265, 0.277], [0.070, 0.011, -0.012], [-0.023, -0.022, -0.065], [0.014, 0.298, -0.177], [-0.003, 0.007, 0.011], [0.004, 0.015, 0.028], [-0.018, -0.033, 0.051], [0.008, -0.014, -0.004], [0.000, 0.016, -0.001], [0.006, -0.009, 0.012], [-0.015, -0.002, 0.009], [-0.008, 0.038, -0.021], [-0.087, -0.018, -0.032]], "lowdin_charge": [0.569, -0.019, -0.311, -0.068, -0.095, -0.039, -0.406, 0.091, -0.082, 0.398, -0.177, -0.184, -0.165, 0.074, 0.055, 0.086, 0.094, 0.098, 0.085, 0.014, 0.019, 0.019, 0.008, 0.021, 0.030, 0.003, 0.020, 0.021, -0.095, -0.088, -0.290, -0.044, -0.060, -0.114, -0.387, -0.007, -0.026, -0.347, -0.059, 0.052, 0.086, 0.093, 0.092, 0.103, 0.095, 0.059, 0.085, 0.092, 0.101, 0.611, -0.670, -0.115, -0.023, -0.116, -0.009, -0.100, -0.632, -0.013, -0.076, 0.095, 0.113, 0.086, 0.096, -0.146, 0.615, -0.156, -0.143, -0.364, 0.063, 0.050, 0.040, 0.049, 0.042, 0.054, 0.055, 0.057, 0.035], "gap_ev": [6.9, 6.9], "total_energy_ha": -4005.1377, "total_charge": -1, "de_lowest_kcal_mol": 0.9}